[1]
Below is 2 unconnected molecules or ions with the total composition C7H8NO3 at a distorted geometry, with properties calculated with ωB97M-V/def2-TZVPD.

Geometry (Å):
O  -2.440  -0.922  -0.781
O  -0.971  1.786  2.155
O  -1.124  -2.430  0.266
N  0.190  -0.136  1.892
C  -0.472  0.660  2.704
C  1.563  -1.134  -0.539
C  -0.002  0.402  0.570
C  -1.524  -1.479  -0.280
C  0.183  0.669  -1.884
C  0.454  -0.166  -0.588
C  -0.783  1.545  0.728
H  0.281  0.079  -2.710
H  1.758  -1.681  -1.547
H  0.959  1.442  -2.019
H  -0.874  1.055  -1.943
H  -0.833  2.431  0.027
H  2.517  -0.667  -0.222
H  1.457  -1.906  0.356
H  -0.339  0.452  3.813

Computed properties:
- Net charge: -1
- HOMO-LUMO gap: 5.90 eV



[2]
Below is a molecular structure, C30H22HgN4O4 at a distorted geometry, with properties calculated with ωB97M-V/def2-TZVPD.

Geometry (Å):
Hg  6.882  7.144  13.281
O  8.917  5.014  13.058
O  4.366  6.513  15.675
O  8.304  8.928  15.882
O  8.458  7.939  9.564
N  6.276  7.872  15.347
N  10.509  6.195  11.809
N  8.289  6.586  11.456
N  5.964  6.835  17.360
C  12.423  5.420  7.186
C  10.712  6.739  8.192
C  5.926  10.027  20.193
C  7.119  10.473  20.792
C  10.287  5.546  18.856
C  7.351  8.187  16.151
C  9.214  6.451  18.854
C  9.710  4.807  16.696
C  8.679  5.711  16.693
C  8.970  7.258  10.459
C  8.353  9.979  20.279
C  11.183  6.451  9.460
C  12.930  9.950  11.605
C  12.320  5.658  9.586
C  5.424  7.000  16.121
C  12.049  10.944  12.000
C  10.713  10.708  11.680
C  10.548  7.069  10.672
C  10.549  4.739  17.767
C  5.966  9.277  19.057
C  8.340  9.143  19.174
C  8.378  6.581  17.740
C  12.983  5.148  8.430
C  12.435  8.672  11.208
C  10.252  9.582  11.111
C  11.090  8.462  11.048
C  11.276  6.161  7.078
C  9.262  5.846  12.216
C  7.208  7.556  17.570
C  7.147  8.657  18.608
H  10.760  6.241  6.106
H  13.880  4.541  8.566
H  12.405  11.835  12.574
H  9.044  6.973  19.758
H  12.956  5.031  6.331
H  9.846  4.092  15.841
H  9.992  11.549  11.749
H  9.190  9.508  10.838
H  4.996  10.291  20.650
H  10.761  5.415  19.816
H  9.307  8.766  18.738
H  9.354  10.249  20.728
H  8.081  5.784  15.786
H  9.906  7.432  8.093
H  11.341  5.828  12.323
H  12.585  5.246  10.575
H  7.111  11.064  21.741
H  5.040  9.082  18.498
H  14.003  10.087  11.694
H  5.469  6.182  17.990
H  13.139  7.860  10.997
H  11.416  4.072  17.783

Computed properties:
- <S²>: 0.754
- Spin multiplicity: 2
- Net charge: -1
- HOMO-LUMO gap (alpha / beta): 6.05 / 8.73 eV



[3]
Below is a molecular structure, C25H24ClN8O5SW at a distorted geometry, with properties calculated with ωB97M-V/def2-TZVPD.

Geometry (Å):
W  0.199  0.268  -0.249
Cl  5.488  -4.802  0.201
S  0.277  0.070  2.256
O  2.035  -0.119  -0.547
O  0.003  -1.742  -0.189
O  -3.209  -0.258  -6.528
O  -0.126  2.242  -0.169
O  -5.166  -0.377  -5.657
N  -1.962  0.103  -0.333
N  -0.207  0.187  -2.348
N  1.224  1.134  4.515
N  2.802  2.128  1.597
N  -3.975  -0.243  -5.591
N  -0.487  4.463  -0.464
N  2.337  1.889  2.900
N  2.159  1.943  5.093
C  -4.258  -0.222  -3.209
C  -3.381  -0.175  -4.222
C  1.305  1.085  3.196
C  3.992  3.340  4.158
C  0.874  -2.642  -0.015
C  0.714  0.189  -3.304
C  -2.457  0.003  -1.596
C  -3.810  -0.138  -1.850
C  -4.181  -0.120  0.521
C  2.832  -1.199  -0.369
C  -4.688  -0.201  -0.749
C  -1.951  -0.055  -4.013
C  2.845  2.400  4.088
C  -2.803  0.028  0.694
C  4.200  -1.076  -0.491
C  -0.836  3.292  -0.039
C  -1.404  5.615  -0.303
C  0.773  4.711  -1.177
C  4.454  -3.453  -0.012
C  3.095  -3.586  0.098
C  2.267  -2.454  -0.074
C  -1.523  0.046  -2.689
C  -0.941  -0.053  -5.009
C  4.998  -2.198  -0.307
C  0.374  0.067  -4.648
H  -5.752  -0.321  -0.915
H  0.544  5.167  -2.138
H  -4.820  -0.175  1.390
H  -1.801  3.217  0.463
H  2.656  -4.552  0.315
H  3.020  3.116  1.508
H  4.639  -0.121  -0.747
H  -2.019  5.477  0.582
H  -0.801  6.510  -0.180
H  0.571  0.629  5.099
H  1.743  0.294  -2.986
H  -2.369  0.092  1.683
H  4.826  2.995  3.547
H  1.309  3.780  -1.326
H  -2.028  5.718  -1.188
H  3.702  4.339  3.829
H  6.074  -2.108  -0.396
H  -5.313  -0.320  -3.431
H  -1.214  -0.149  -6.047
H  3.658  1.596  1.453
H  1.154  0.064  -5.396
H  0.477  -3.644  0.160
H  4.320  3.405  5.192
H  1.377  5.404  -0.596

Computed properties:
- <S²>: 2.015
- Spin multiplicity: 3
- Net charge: +3
- HOMO-LUMO gap (alpha / beta): 6.74 / 6.67 eV



[4]
Below is C3H3NO2S2 in the gas phase at a distorted geometry, with properties calculated with ωB97M-V/def2-TZVPD.

Geometry (Å):
S  -0.530  1.988  0.099
S  2.261  -0.904  -0.074
O  2.014  1.684  -0.171
O  -2.979  0.031  -0.360
N  -0.611  -0.693  0.196
C  -2.037  -0.903  -0.028
C  1.404  0.505  -0.135
C  0.059  0.522  -0.053
H  -2.254  -1.956  0.263
H  2.863  1.438  -0.177
H  -0.191  -1.711  0.440

Computed properties:
- HOMO-LUMO gap: 6.85 eV
- SMILES: O=CNC(=S)C(O)=S



[5]
Below is 2 unconnected molecules or ions with the total composition C2H3N5O at a distorted geometry, with properties calculated with ωB97M-V/def2-TZVPD.

Geometry (Å):
O  1.877  0.242  2.545
N  -1.343  -0.222  -1.866
N  0.508  -0.761  1.019
N  -0.612  0.904  -1.712
N  0.183  0.774  -0.724
N  -0.929  -1.106  -0.890
C  -0.164  -0.392  -0.040
C  0.806  0.576  1.778
H  -1.737  -0.262  -2.833
H  -1.745  -1.870  -0.697
H  -0.039  1.964  1.955

Computed properties:
- HOMO-LUMO gap: 8.69 eV



[6]
Below is 2 unconnected molecules or ions with the total composition C7H12O4Si at a distorted geometry, with properties calculated with ωB97M-V/def2-TZVPD.

Geometry (Å):
Si  0.195  -0.575  1.423
O  0.646  -0.223  -0.054
O  -0.982  2.189  -3.265
O  1.447  -1.182  2.265
O  -1.054  -1.544  1.448
C  -1.058  2.578  -1.070
C  -1.312  1.698  -2.084
C  1.826  0.230  -0.758
C  1.483  -1.833  3.536
C  -2.149  -1.624  0.747
C  -0.586  3.447  -3.028
C  -0.637  3.718  -1.715
H  1.683  1.296  -0.696
H  -2.107  -1.777  -0.378
H  -1.087  2.409  0.009
H  1.905  -0.138  -1.710
H  -0.359  3.972  -3.963
H  0.612  -2.352  3.492
H  1.590  -1.022  4.257
H  -0.416  4.761  -1.281
H  -2.928  -2.133  1.381
H  2.231  -2.602  3.664
H  2.708  -0.096  -0.155
H  -1.688  0.707  -1.856

Computed properties:
- HOMO-LUMO gap (alpha / beta): 7.66 / 7.67 eV



[7]
Below is 9 unconnected molecules or ions with the total composition C9H36O9 at a distorted geometry, with properties calculated with ωB97M-V/def2-TZVPD.

Geometry (Å):
O  7.778  -3.784  -1.951
O  -0.939  -5.534  -4.121
O  3.849  -4.043  3.964
O  5.398  0.966  -0.867
O  1.643  -0.480  0.938
O  2.450  7.031  2.178
O  -4.354  1.052  6.448
O  -6.879  -1.120  -3.174
O  -3.184  5.421  -4.142
C  0.098  1.298  0.497
C  -4.828  3.268  5.830
C  -5.883  -0.461  -3.959
C  -2.205  6.335  -3.764
C  -1.197  -4.466  -3.250
C  5.837  -5.090  -1.396
C  0.444  0.147  1.318
C  7.077  -4.345  -0.822
C  -3.934  2.129  5.681
H  5.249  -5.690  -0.701
H  -7.674  -1.271  -3.691
H  7.718  -5.050  -0.293
H  0.958  1.954  0.357
H  6.874  -3.537  -0.118
H  -4.469  4.118  5.248
H  -4.957  3.641  6.846
H  5.077  -4.394  -1.752
H  -0.415  -0.520  1.255
H  8.274  -4.487  -2.377
H  -6.171  0.455  -4.476
H  6.097  -5.746  -2.227
H  -5.182  0.711  6.102
H  -0.908  -6.387  -3.681
H  4.775  -4.231  4.118
H  -5.831  3.122  5.428
H  0.535  0.453  2.360
H  -5.509  -1.160  -4.706
H  -3.602  5.833  -4.901
H  -4.003  1.791  4.647
H  -0.277  -4.148  -2.760
H  2.240  7.382  3.044
H  -2.656  7.326  -3.806
H  4.580  0.535  -0.618
H  -1.361  6.233  -4.446
H  1.771  -1.122  1.640
H  -2.877  2.339  5.842
H  -1.919  5.983  -2.773
H  -0.744  1.845  0.923
H  -5.128  -0.187  -3.222
H  3.436  -4.904  3.897
H  3.203  6.461  2.327
H  -0.238  0.972  -0.487
H  5.501  1.671  -0.228
H  -1.924  -4.757  -2.492
H  -1.613  -3.559  -3.689

Computed properties:
- HOMO-LUMO gap: 10.63 eV
- SMILES: CCO.CCO.CCO.CO.CO.CO.O.O.O



[8]
Below is 3 unconnected molecules or ions with the total composition C20H44O9S at a distorted geometry, with properties calculated with ωB97M-V/def2-TZVPD.

Geometry (Å):
S  -0.773  -0.509  -0.097
O  2.212  2.443  1.129
O  4.706  3.677  2.434
O  1.632  4.905  2.896
O  -5.157  -1.943  2.325
O  2.662  -3.124  -4.173
O  -5.300  0.225  1.259
O  5.129  -4.490  -2.948
O  -7.094  -0.756  2.435
O  3.234  -2.314  -1.251
C  3.228  -1.017  -0.682
C  3.098  3.450  0.637
C  5.006  -3.887  -4.233
C  -2.922  -1.804  1.220
C  0.926  3.671  2.836
C  4.541  3.251  1.086
C  -8.723  1.124  0.303
C  5.786  3.024  3.075
C  -4.444  -2.374  1.135
C  2.179  -3.683  -2.950
C  -6.207  1.311  0.933
C  5.522  -5.846  -3.028
C  -2.522  -1.195  -0.206
C  -7.224  1.011  -0.271
C  -6.929  -0.327  -1.087
C  -5.920  -0.772  2.025
C  4.031  -2.717  -4.181
C  0.800  6.014  2.611
C  1.986  -2.645  -1.852
C  1.878  2.525  2.516
H  -7.108  1.884  -1.014
H  2.774  2.553  3.137
H  5.829  3.372  4.108
H  -2.197  -2.603  1.571
H  1.513  -1.753  -2.275
H  -6.972  -1.282  -0.463
H  -8.778  0.922  1.420
H  4.248  -2.042  -3.352
H  0.002  6.097  3.355
H  -7.758  -0.410  -1.883
H  0.375  5.923  1.605
H  0.140  3.712  2.076
H  4.789  -6.426  -3.602
H  1.341  -3.056  -1.065
H  -2.936  -0.917  1.955
H  -5.543  2.196  0.617
H  1.198  -4.102  -3.192
H  3.069  3.351  -0.452
H  5.999  -3.524  -4.525
H  5.560  -6.250  -2.015
H  4.658  -4.617  -4.971
H  4.221  -0.822  -0.274
H  5.206  3.860  0.462
H  -0.793  0.517  0.833
H  2.805  -4.513  -2.621
H  2.732  4.449  0.874
H  -9.055  2.212  0.137
H  6.729  3.266  2.576
H  0.468  3.505  3.820
H  -5.934  -0.336  -1.640
H  4.813  2.196  0.977
H  2.490  -0.953  0.122
H  1.363  1.587  2.744
H  -6.795  1.665  1.855
H  3.020  -0.265  -1.451
H  4.154  -2.138  -5.101
H  -4.368  -3.516  1.039
H  5.630  1.940  3.082
H  1.414  6.915  2.642
H  6.511  -5.932  -3.485
H  -9.450  0.385  -0.193
H  -2.608  -1.974  -1.047
H  -3.187  -0.295  -0.440
H  -4.911  -2.007  0.158

Computed properties:
- HOMO-LUMO gap: 9.45 eV
- SMILES: CC(C)COC(=O)OCCCS.COCCOCCOC.COCCOCCOC



[9]
Below is a molecular structure, C31H51Cl2HfN3P2 at a distorted geometry, with properties calculated with ωB97M-V/def2-TZVPD.

Geometry (Å):
Hf  -0.216  -0.572  0.848
Cl  1.942  -1.305  1.639
Cl  -2.315  -0.283  -0.292
P  0.821  0.454  -1.033
P  -1.842  -2.072  2.354
N  -3.356  -3.794  3.893
N  -2.849  -4.466  1.616
N  -1.090  -4.469  3.347
C  0.035  -2.322  -4.120
C  -1.606  -5.114  2.111
C  -0.165  1.784  -1.867
C  -2.135  -4.459  4.383
C  4.957  2.756  -0.478
C  -1.724  3.745  -1.626
C  -0.506  2.676  3.579
C  -2.597  -3.112  1.074
C  -0.726  2.836  -0.898
C  3.528  1.162  -1.853
C  3.940  2.671  0.667
C  -0.987  1.857  2.535
C  -3.112  -2.373  3.641
C  -1.313  3.651  4.158
C  1.064  -0.797  -2.391
C  -1.081  4.413  -2.849
C  -3.867  -4.458  2.683
C  0.508  2.448  -3.079
C  -0.064  0.867  1.992
C  -0.490  3.366  -3.803
C  2.211  -2.971  -3.010
C  -0.555  -3.115  3.087
C  -2.309  2.055  2.086
C  1.933  -1.964  -1.888
C  -3.108  3.036  2.659
C  2.536  2.369  0.128
C  4.938  1.478  -1.327
C  -2.618  3.834  3.697
C  2.543  1.057  -0.676
C  0.909  -3.484  -3.636
C  -0.251  -1.322  -2.991
H  -2.777  -1.883  4.583
H  5.282  0.633  -0.714
H  -4.152  -5.504  2.932
H  -3.251  4.596  4.144
H  0.264  -3.225  2.351
H  1.611  -0.276  -3.189
H  -0.827  -5.118  1.318
H  -4.799  -3.961  2.331
H  0.956  1.018  2.383
H  5.964  2.933  -0.084
H  -0.911  -2.699  -4.526
H  2.906  0.269  0.000
H  3.929  3.608  1.237
H  -3.535  -2.652  0.694
H  -1.217  2.328  -0.067
H  2.217  3.195  -0.521
H  0.548  -1.799  -4.941
H  -0.278  5.085  -2.513
H  4.233  1.872  1.362
H  1.127  -4.169  -4.464
H  5.636  1.569  -2.168
H  4.708  3.617  -1.116
H  -2.680  1.433  1.278
H  -1.814  5.033  -3.378
H  -1.822  -6.184  2.329
H  1.365  3.045  -2.740
H  -1.036  1.213  -2.219
H  -4.123  3.179  2.298
H  0.350  -4.059  -2.886
H  2.822  -2.487  -3.786
H  1.816  2.309  0.950
H  2.803  -3.807  -2.617
H  -2.582  3.139  -1.948
H  -0.851  -1.797  -2.205
H  3.211  1.949  -2.548
H  -1.885  -3.199  0.227
H  -4.056  -1.871  3.341
H  -2.376  -5.504  4.677
H  3.560  0.226  -2.420
H  -2.108  4.504  -0.934
H  -0.853  -0.496  -3.380
H  -1.763  -3.960  5.307
H  -0.926  4.268  4.964
H  1.409  -2.465  -1.062
H  0.003  3.856  -4.652
H  -0.138  -2.650  4.005
H  2.869  -1.595  -1.455
H  0.083  3.445  -0.480
H  0.897  1.696  -3.774
H  -1.302  2.751  -4.215
H  0.513  2.531  3.929

Computed properties:
- HOMO-LUMO gap: 7.28 eV



[10]
Below is 2 unconnected molecules or ions with the total composition C4H8Cl2O2 at a distorted geometry, with properties calculated with ωB97M-V/def2-TZVPD.

Geometry (Å):
Cl  -1.285  -0.213  4.176
Cl  -2.366  -0.648  1.468
O  1.668  -0.322  1.071
O  1.177  -0.959  -0.027
C  0.469  1.124  -0.860
C  0.190  -1.015  -2.073
C  -1.086  0.224  2.407
C  0.572  -0.327  -0.919
H  -0.079  -0.242  2.180
H  -0.290  -1.982  -1.828
H  0.460  1.573  -1.934
H  1.395  1.510  -0.347
H  -0.384  1.623  -0.297
H  -0.254  -0.314  -2.766
H  -1.378  1.295  2.343
H  1.190  -1.326  -2.595

Computed properties:
- HOMO-LUMO gap (alpha / beta): 9.15 / 9.14 eV



[11]
Below is 2 unconnected molecules or ions with the total composition C8H19BrSi at a distorted geometry, with properties calculated with ωB97M-V/def2-TZVPD.

Geometry (Å):
Br  -2.131  -0.785  -1.989
Si  -1.062  1.131  -1.208
C  -2.327  2.524  -1.365
C  -0.779  0.626  0.561
C  0.486  1.575  -2.275
C  2.107  -1.765  1.176
C  0.397  -3.050  -0.314
C  -1.557  -0.185  1.499
C  0.400  1.383  1.192
C  1.388  -1.931  -0.104
H  -2.236  0.309  2.206
H  0.098  -3.655  0.557
H  -0.854  -0.747  1.979
H  -2.553  2.930  -2.365
H  -1.970  3.411  -0.731
H  -2.259  -0.694  0.849
H  0.994  2.037  0.639
H  1.203  2.004  -1.734
H  -0.526  -2.565  -0.534
H  2.417  -2.750  1.461
H  2.993  -1.189  1.165
H  1.056  0.696  1.782
H  0.792  -3.678  -0.999
H  1.487  -1.408  -0.994
H  -3.300  2.202  -1.154
H  0.226  2.150  -3.068
H  1.478  -1.220  1.959
H  0.931  0.591  -2.761
H  -0.059  1.948  2.038

Computed properties:
- <S²>: 2.007
- Spin multiplicity: 3
- HOMO-LUMO gap (alpha / beta): 7.78 / 9.60 eV



[12]
Below is a molecular structure, C3HgLi2O3 at a distorted geometry, with properties calculated with ωB97M-V/def2-TZVPD.

Geometry (Å):
Hg  1.602  -0.830  -3.404
O  -0.928  -0.219  2.411
O  0.859  -0.194  -1.939
O  -1.862  0.882  0.655
C  1.025  -0.060  -0.682
C  -1.026  0.473  1.425
C  0.701  0.150  0.493
Li  0.912  -1.187  2.264
Li  -1.284  0.985  -1.224

Computed properties:
- Net charge: +2
- HOMO-LUMO gap (alpha / beta): 5.50 / 5.51 eV